(1)
Density functional theory data (ωB97M-V/def2-TZVPD) for a molecular structure, C24H66CaF3N5O11P at a distorted geometry.

## Properties
Total charge: +2
Lowest unoccupied orbital energy (spin up / spin down) (eV): -4.69 / -4.83
Multiplicity: 2
Total energy (a.u.): -3373.5573

```
111
C24H66CaF3N5O11P (ωB97M-V/def2-TZVPD)
Ca 2.259 1.875 0.811
P -0.220 0.664 0.043
O -1.361 1.699 -0.369
O 0.366 0.969 1.474
O 1.097 0.966 -0.739
O -0.579 -0.839 -0.179
C 0.365 -3.593 3.870
C 0.363 -3.103 2.340
C -0.157 -4.305 1.507
O 0.084 -4.176 0.092
C -0.383 -5.296 -0.675
N -0.568 -1.882 2.159
H -1.555 -2.035 2.309
H -0.263 -1.065 2.670
H -0.524 -1.681 1.170
H 1.157 -4.322 4.042
H -0.650 -3.934 4.074
H 0.614 -2.694 4.433
H 1.355 -2.776 2.028
H -1.211 -4.467 1.732
H 0.445 -5.144 1.856
H 0.143 -6.130 -0.210
H -0.299 -5.228 -1.759
H -1.449 -5.428 -0.493
C -2.896 4.855 1.499
C -1.676 4.318 2.255
C -1.568 4.766 3.764
O -0.492 4.130 4.364
C -0.138 4.612 5.604
N -1.852 2.801 2.144
H -1.789 2.391 1.223
H -1.053 2.414 2.626
H -2.718 2.535 2.591
H -2.738 4.659 0.438
H -3.012 5.933 1.613
H -3.734 4.251 1.846
H -0.724 4.574 1.791
H -2.528 4.580 4.247
H -1.345 5.832 3.725
H -0.959 4.374 6.281
H 0.162 5.659 5.638
H 0.591 3.876 5.943
C 2.489 -1.027 -3.504
C 2.501 -2.104 -2.491
C 3.598 -1.966 -1.400
O 3.483 -3.161 -0.641
C 4.273 -3.114 0.543
N 1.089 -2.223 -1.825
H 0.576 -1.496 -1.346
H 0.392 -2.533 -2.487
H 1.040 -2.863 -1.046
H 3.534 -0.936 -3.800
H 2.249 -0.049 -3.085
H 1.859 -1.134 -4.386
H 2.503 -3.093 -2.948
H 3.398 -1.031 -0.877
H 4.531 -1.815 -1.943
H 5.264 -2.827 0.193
H 4.241 -4.151 0.878
H 3.819 -2.409 1.239
C -2.598 2.073 -3.569
C -1.066 1.834 -3.626
C -0.375 2.049 -4.981
O 1.059 1.794 -4.824
C 1.663 1.812 -6.065
N -0.409 2.793 -2.625
H -0.736 2.520 -1.710
H 0.572 2.557 -2.594
H -0.575 3.770 -2.821
H -3.122 1.257 -4.066
H -2.961 3.004 -4.004
H -2.907 2.132 -2.525
H -0.960 0.816 -3.248
H -0.413 3.093 -5.292
H -0.821 1.393 -5.728
H 1.396 2.575 -6.796
H 1.284 0.994 -6.678
H 2.719 1.547 -6.102
C -3.521 -3.237 -0.948
C -3.647 -1.762 -1.455
C -5.125 -1.505 -1.927
O -5.298 -0.057 -1.862
C -6.595 0.443 -2.242
N -3.228 -0.905 -0.268
H -3.546 0.045 -0.405
H -3.508 -1.248 0.640
H -2.231 -0.906 -0.108
H -2.592 -3.495 -0.440
H -3.650 -4.008 -1.708
H -4.314 -3.523 -0.257
H -2.894 -1.464 -2.185
H -5.846 -1.819 -1.173
H -5.274 -1.960 -2.907
H -6.457 1.524 -2.283
H -7.469 0.304 -1.606
H -6.914 0.128 -3.236
C 5.104 1.117 1.331
O 4.042 0.767 2.225
O 4.537 1.576 0.156
C 6.278 1.715 2.122
F 7.316 2.147 1.429
F 5.839 2.800 2.870
F 6.780 0.835 2.995
C 4.232 -0.130 3.338
C 2.795 -0.359 3.877
H 2.318 0.606 4.048
H 2.109 -0.760 3.131
H 2.684 -0.865 4.837
H 4.848 0.299 4.128
H 4.647 -1.105 3.083
H 5.430 0.085 1.199
```

=====

(2)
Density functional theory data (ωB97M-V/def2-TZVPD) for a molecular structure, C24H66CdClN6O10 at a distorted geometry.

## Properties
Total charge: +1
Lowest unoccupied orbital energy (eV): -4.01
Total energy (a.u.): -2662.2109

```
108
C24H66CdClN6O10 (ωB97M-V/def2-TZVPD)
Cd -0.249 -1.993 0.275
Cl 0.477 0.557 -2.087
O 0.046 1.833 -1.647
O 1.696 0.487 -2.859
O 0.676 -0.318 -0.982
O -0.541 -0.104 -2.772
C -3.668 -5.386 -6.909
C -2.282 -5.372 -6.326
C -1.636 -3.946 -6.158
O -0.393 -4.178 -5.533
C 0.304 -2.937 -5.138
N -2.396 -6.072 -5.067
H -4.322 -4.665 -6.418
H -4.196 -6.336 -6.830
H -3.617 -4.941 -7.902
H -1.753 -6.090 -6.952
H -2.153 -3.338 -5.416
H -1.533 -3.430 -7.112
H 0.425 -2.256 -5.980
H 1.317 -3.041 -4.750
H -0.210 -2.437 -4.317
H -3.258 -5.797 -4.620
H -1.709 -5.595 -4.499
C -0.203 4.700 1.218
C -0.159 3.424 2.051
C -0.450 3.605 3.546
O 0.382 4.635 4.119
C -0.059 5.092 5.378
N -0.926 2.369 1.363
H 0.403 5.506 1.630
H -1.220 5.089 1.277
H 0.133 4.603 0.185
H 0.876 3.088 1.981
H -0.183 2.686 4.066
H -1.511 3.847 3.617
H -1.131 5.288 5.390
H 0.475 5.981 5.714
H 0.036 4.310 6.132
H -1.872 2.703 1.241
H -0.517 2.336 0.440
C -4.130 1.576 -1.941
C -3.654 1.847 -0.516
C -4.085 3.311 -0.063
O -3.506 3.742 1.165
C -3.759 5.075 1.433
N -4.234 0.819 0.323
H -3.587 0.755 -2.409
H -4.039 2.452 -2.583
H -5.192 1.335 -1.992
H -2.572 1.717 -0.522
H -5.166 3.450 -0.039
H -3.674 4.027 -0.775
H -4.818 5.314 1.524
H -3.213 5.772 0.797
H -3.306 5.313 2.395
H -3.998 1.177 1.237
H -5.241 0.825 0.245
C 1.882 0.243 2.243
C 2.344 -1.141 1.734
C 3.597 -1.620 2.455
O 3.898 -3.015 2.135
C 4.878 -3.592 2.945
N 1.256 -2.105 1.860
H 1.555 0.270 3.282
H 1.137 0.746 1.626
H 2.775 0.867 2.237
H 2.551 -1.053 0.667
H 3.426 -1.469 3.521
H 4.438 -0.953 2.262
H 4.579 -3.396 3.975
H 5.813 -3.079 2.720
H 4.976 -4.658 2.739
H 1.754 -2.983 1.828
H 1.118 -2.090 2.860
C -2.633 -0.287 3.303
C -1.707 -1.029 2.320
C -2.209 -2.454 2.271
O -1.354 -3.233 1.479
C -1.756 -4.653 1.489
N -1.594 -0.490 0.987
H -3.706 -0.239 3.116
H -2.379 0.772 3.327
H -2.615 -0.740 4.294
H -0.693 -1.023 2.720
H -3.237 -2.631 1.956
H -2.226 -2.872 3.278
H -0.976 -5.145 0.907
H -2.758 -4.691 1.061
H -1.793 -5.071 2.494
H -1.286 0.462 1.122
H -2.556 -0.305 0.739
C 4.066 2.368 -0.436
C 5.041 1.790 -1.426
C 4.966 0.271 -1.493
O 5.318 -0.395 -0.260
C 6.598 -0.243 0.191
N 4.612 2.392 -2.646
H 3.007 2.165 -0.591
H 4.144 3.437 -0.235
H 4.221 1.900 0.536
H 6.035 2.143 -1.155
H 5.614 -0.037 -2.314
H 3.986 -0.154 -1.710
H 6.655 -0.990 0.983
H 6.854 0.663 0.740
H 7.360 -0.434 -0.564
H 4.411 3.367 -2.474
H 3.686 1.998 -2.728
```

=====

(3)
Density functional theory data (ωB97M-V/def2-TZVPD) for 7 unconnected molecules or ions with the total composition C24H66IN6O6 at a distorted geometry.

## Properties
Total charge: -1
Energy above the lowest of the compared OMol25 structures with the same formula, charge and spin (kJ/mol): 0.00
Lowest unoccupied orbital energy (eV): 2.54
Total energy (a.u.): -2031.6760

```
103
C24H66IN6O6 (ωB97M-V/def2-TZVPD)
I -0.853 -1.410 0.153
C -5.043 -1.221 2.070
C -5.371 -0.264 0.935
C -6.245 0.835 1.471
O -6.563 1.769 0.482
C -7.514 2.691 0.928
N -4.140 0.342 0.375
H -4.239 -0.807 2.683
H -4.721 -2.193 1.704
H -5.894 -1.356 2.759
H -5.879 -0.795 0.128
H -5.774 1.316 2.349
H -7.176 0.386 1.878
H -8.523 2.255 0.915
H -7.470 3.556 0.269
H -7.300 3.016 1.957
H -3.451 -0.406 0.229
H -3.692 0.831 1.155
C 0.407 3.183 -0.049
C 0.019 3.132 -1.533
C 0.974 4.023 -2.281
O 0.755 3.938 -3.668
C 1.739 4.602 -4.380
N -0.023 1.781 -2.095
H 0.253 4.189 0.363
H 1.453 2.898 0.092
H -0.212 2.501 0.532
H -0.985 3.574 -1.593
H 1.998 3.711 -2.018
H 0.781 5.060 -1.968
H 1.519 4.506 -5.447
H 2.721 4.101 -4.273
H 1.836 5.657 -4.099
H -0.279 1.132 -1.345
H 0.939 1.511 -2.318
C 3.264 0.976 2.049
C 3.564 -0.480 1.776
C 3.117 -1.415 2.879
O 3.888 -1.191 4.057
C 3.157 -1.345 5.234
N 2.919 -0.857 0.487
H 2.221 1.130 2.336
H 3.463 1.564 1.152
H 3.904 1.380 2.840
H 4.638 -0.586 1.583
H 3.220 -2.454 2.551
H 2.058 -1.218 3.103
H 2.565 -2.278 5.233
H 2.484 -0.499 5.407
H 3.846 -1.462 6.073
H 1.909 -0.653 0.559
H 2.882 -1.882 0.424
C 0.372 -3.003 -4.402
C 0.117 -1.501 -4.311
C 0.266 -0.878 -5.679
O -0.077 0.482 -5.637
C 0.244 1.151 -6.833
N -1.189 -1.162 -3.695
H -0.289 -3.435 -5.177
H 0.134 -3.524 -3.480
H 1.367 -3.203 -4.815
H 0.868 -1.058 -3.644
H -0.435 -1.387 -6.371
H 1.299 -1.028 -6.030
H -0.171 2.153 -6.765
H -0.188 0.620 -7.701
H 1.331 1.211 -6.999
H -1.078 -1.326 -2.683
H -1.814 -1.945 -3.926
C 3.177 -3.322 -1.862
C 2.610 -4.466 -1.057
C 3.681 -5.477 -0.716
O 4.218 -6.005 -1.927
C 5.240 -6.904 -1.686
N 2.057 -3.910 0.200
H 2.435 -2.560 -2.111
H 3.564 -3.664 -2.824
H 3.963 -2.816 -1.295
H 1.819 -4.984 -1.615
H 3.241 -6.300 -0.136
H 4.479 -4.981 -0.147
H 5.588 -7.295 -2.642
H 4.931 -7.753 -1.059
H 6.085 -6.405 -1.184
H 1.582 -4.671 0.688
H 1.274 -3.306 -0.076
C -0.088 1.808 4.338
C -1.579 1.626 4.019
C -2.353 2.893 4.188
O -2.255 3.329 5.517
C -2.527 4.690 5.702
N -1.824 1.118 2.667
H 0.369 0.822 4.349
H 0.016 2.265 5.328
H 0.388 2.498 3.639
H -1.960 0.860 4.703
H -3.415 2.750 3.927
H -1.999 3.670 3.489
H -1.949 5.059 6.549
H -3.592 4.872 5.930
H -2.295 5.280 4.806
H -1.693 1.870 1.986
H -1.092 0.470 2.357
```

=====

(4)
Density functional theory data (ωB97M-V/def2-TZVPD) for a molecular structure, C24H66N6O7V at a distorted geometry.

## Properties
Total charge: +2
Energy above the lowest of the compared OMol25 structures with the same formula, charge and spin (kJ/mol): 180.49
Lowest unoccupied orbital energy (spin up / spin down) (eV): -4.96 / -4.75
Multiplicity: 2
Total energy (a.u.): -2752.6284

```
104
C24H66N6O7V (ωB97M-V/def2-TZVPD)
O 26.807 24.281 -2.482
V 26.005 23.914 -1.187
C 22.628 23.381 1.694
C 23.820 24.272 1.206
C 24.493 24.956 2.384
O 25.292 26.052 1.891
C 25.892 26.917 2.876
N 24.733 23.367 0.490
H 21.941 23.934 2.334
H 22.935 22.572 2.358
H 22.142 22.926 0.831
H 23.565 25.021 0.456
H 25.101 24.279 2.983
H 23.690 25.390 2.980
H 26.359 27.774 2.391
H 26.673 26.291 3.306
H 25.157 27.224 3.620
H 23.999 22.777 0.125
H 25.014 22.654 1.147
C 22.037 24.128 -3.737
C 22.721 23.593 -2.468
C 22.453 22.076 -2.226
O 23.049 21.669 -1.006
C 22.506 20.518 -0.548
N 24.124 23.687 -2.678
H 20.961 24.254 -3.613
H 22.213 23.478 -4.594
H 22.326 25.159 -3.941
H 22.387 24.085 -1.554
H 22.792 21.487 -3.077
H 21.368 22.018 -2.314
H 22.592 19.705 -1.269
H 21.455 20.705 -0.324
H 22.983 20.126 0.350
H 24.131 24.428 -3.364
H 24.116 22.847 -3.239
C 30.287 25.240 -5.518
C 29.432 24.169 -6.268
C 30.317 23.089 -6.791
O 31.429 23.484 -7.563
C 31.082 23.786 -8.951
N 28.363 23.771 -5.327
H 30.952 25.646 -6.280
H 30.858 24.794 -4.704
H 29.819 26.157 -5.162
H 29.010 24.637 -7.158
H 29.677 22.388 -7.326
H 30.675 22.490 -5.954
H 30.463 24.647 -9.202
H 30.621 22.922 -9.429
H 31.999 23.964 -9.513
H 27.792 23.193 -5.928
H 28.735 23.344 -4.491
C 29.396 23.867 1.962
C 28.517 24.595 0.916
C 29.382 25.573 0.001
O 28.611 26.112 -0.989
C 29.373 26.975 -1.807
N 27.863 23.512 0.127
H 28.669 23.248 2.489
H 29.895 24.556 2.644
H 30.158 23.241 1.501
H 27.720 25.116 1.447
H 30.055 24.924 -0.560
H 29.829 26.348 0.624
H 28.625 27.491 -2.410
H 30.043 26.340 -2.386
H 29.993 27.670 -1.241
H 28.665 23.176 -0.386
H 27.775 22.771 0.808
C 24.617 28.135 -0.440
C 24.850 26.897 -1.334
C 25.130 27.296 -2.740
O 25.169 26.036 -3.526
C 24.993 26.340 -4.884
N 25.902 26.148 -0.679
H 23.651 28.561 -0.710
H 25.425 28.842 -0.629
H 24.612 27.971 0.637
H 23.942 26.294 -1.303
H 26.027 27.838 -3.040
H 24.258 27.820 -3.131
H 25.964 26.579 -5.318
H 24.189 27.052 -5.070
H 24.643 25.475 -5.447
H 25.762 26.370 0.296
H 26.775 26.643 -0.794
C 26.807 19.373 -1.512
C 27.307 20.801 -1.461
C 28.374 21.187 -2.457
O 28.976 22.450 -2.167
C 30.263 22.561 -2.750
N 26.058 21.556 -1.679
H 26.068 19.244 -0.721
H 27.525 18.567 -1.361
H 26.138 19.053 -2.311
H 27.780 20.949 -0.490
H 27.955 20.956 -3.436
H 29.070 20.348 -2.430
H 31.050 21.943 -2.317
H 30.606 23.581 -2.578
H 30.260 22.362 -3.822
H 25.463 21.254 -0.920
H 25.596 21.110 -2.458
```

=====

In the order shown, the computed molar mass values come out to 728.9, 746.7, 661.7, 601.8 Da.